[1]
11 unconnected molecules or ions with the total composition C20H50O17, computed with the ωB97M-V functional and the def2-TZVPD basis.

Properties
HOMO level   -10.15 eV
Structure (SMILES)   C[C@H]1COC(=O)O1.C[C@H]1COC(=O)O1.C[C@H]1COC(=O)O1.CO.CO.CO.CO.CO.CO.CO.CO
Spin multiplicity   1
Total charge   0
Energy relative to the best compared isomer or geometry (same formula, charge and spin)   0.238 eV
Orbital gap   10.73 eV
Energy   -2071.01462 Eh
Maximum force   4.10 eV/A

Geometry as XYZ:
```
87
Properties=species:S:1:pos:R:3:lowdin_charge:R:1
C 10.543 17.560 13.392 -0.019
C 10.353 16.076 13.724 -0.311
C 10.101 15.865 15.164 -0.116
O 8.661 15.815 15.259 0.064
C 8.177 15.473 14.023 -0.549
O 7.036 15.215 13.837 0.160
O 9.148 15.551 13.077 0.071
H 10.057 18.145 14.194 0.082
H 10.059 18.016 12.524 0.085
H 11.652 17.914 13.463 0.110
H 11.176 15.483 13.486 0.106
H 10.582 16.636 15.794 0.143
H 10.462 14.831 15.514 0.134
C 14.103 11.828 11.458 0.007
C 12.627 11.804 11.796 -0.282
C 12.208 10.524 12.540 -0.094
O 11.458 11.032 13.617 0.078
C 11.712 12.378 13.758 -0.516
O 11.237 13.027 14.662 0.129
O 12.347 12.860 12.707 0.104
H 14.448 12.834 11.251 0.079
H 14.346 11.173 10.621 0.105
H 14.593 11.445 12.239 0.037
H 11.941 11.862 10.940 0.145
H 13.078 10.023 12.853 0.116
H 11.586 9.866 12.004 0.097
C 13.694 16.457 11.392 0.004
C 13.649 17.856 10.777 -0.306
C 14.173 17.984 9.311 -0.062
O 12.976 18.021 8.523 0.013
C 11.932 18.400 9.348 -0.525
O 10.833 18.639 8.966 0.169
O 12.356 18.389 10.634 0.071
H 14.749 16.293 11.542 0.088
H 13.309 15.670 10.727 0.070
H 13.166 16.546 12.369 0.080
H 14.348 18.593 11.302 0.171
H 14.682 17.104 8.948 0.127
H 14.744 18.838 9.132 0.110
C 11.709 12.877 5.859 -0.112
O 11.445 11.859 6.835 -0.169
H 10.804 13.409 5.660 0.077
H 12.487 13.592 6.232 0.057
H 12.133 12.354 4.928 0.109
H 10.521 11.889 7.201 0.068
C 8.138 10.949 7.201 -0.125
O 8.506 12.327 7.501 -0.182
H 6.983 10.979 7.365 0.113
H 8.443 10.742 6.138 0.087
H 8.644 10.205 7.874 0.061
H 8.017 12.650 8.290 0.046
C 9.062 9.418 10.866 -0.114
O 10.045 10.322 10.270 -0.175
H 8.401 10.033 11.497 0.084
H 8.468 8.945 10.065 0.076
H 9.520 8.669 11.503 0.067
H 10.597 9.869 9.594 0.049
C 7.135 14.744 10.505 -0.126
O 7.576 13.479 9.972 -0.148
H 7.914 15.462 10.821 0.072
H 6.579 15.301 9.676 0.105
H 6.438 14.592 11.305 0.059
H 8.102 13.061 10.683 0.095
C 15.142 13.519 7.897 -0.142
O 14.868 14.300 9.053 -0.138
H 14.466 12.673 7.810 0.072
H 14.994 14.036 6.991 0.052
H 16.202 13.181 7.969 0.094
H 13.927 14.310 9.135 0.001
C 12.587 16.895 4.890 -0.141
O 12.504 16.333 6.170 -0.165
H 13.479 17.472 4.781 0.074
H 12.712 15.996 4.333 0.072
H 11.707 17.425 4.573 0.082
H 12.297 17.057 6.869 0.109
C 11.243 8.528 6.814 -0.151
O 11.586 9.362 7.929 -0.148
H 12.056 7.981 6.297 0.076
H 10.639 7.642 7.131 0.087
H 10.701 9.048 6.038 0.064
H 11.783 10.243 7.554 0.038
C 10.926 14.755 9.128 -0.123
O 12.140 14.654 8.433 -0.146
H 10.326 15.542 8.700 0.085
H 10.279 13.875 9.021 0.067
H 11.106 14.974 10.201 0.088
H 11.994 14.973 7.524 0.042
```

[2]
4 unconnected molecules or ions with the total composition C20H51BN5O7, computed with the ωB97M-V functional and the def2-TZVPD basis.

Properties
HOMO level   -11.97 eV
Spin multiplicity   1
Total charge   +1
Orbital gap   8.14 eV
Energy   -1617.49293 Eh
Maximum force   3.99 eV/A

Geometry as XYZ:
```
84
Properties=species:S:1:pos:R:3:lowdin_charge:R:1
C 4.136 -2.989 -3.480 -0.105
C 3.362 -1.844 -2.592 -0.264
O 3.651 -0.449 -3.041 -0.199
C 3.332 0.417 -1.857 -0.159
C 2.674 1.850 -2.311 -0.140
O 1.236 1.786 -2.006 -0.177
C 0.900 2.447 -0.736 -0.143
N 0.416 1.524 0.361 0.138
C -0.652 0.641 0.257 -0.111
N -1.073 -0.261 1.392 0.124
C -0.716 -1.736 1.110 -0.372
C 0.679 -2.153 1.867 -0.157
C 1.839 -0.998 1.884 -0.106
C -1.963 -2.605 1.716 -0.084
C -2.090 -4.146 1.188 -0.295
O -0.816 -4.900 1.141 -0.093
C -2.982 -4.305 -0.219 -0.214
N -4.139 -3.334 -0.306 -0.046
C -0.489 -1.862 -0.507 -0.067
C -1.576 -0.901 -1.339 -0.109
N -1.416 0.574 -1.046 0.052
B -2.752 1.284 -0.903 -0.497
N -3.326 2.092 -2.070 0.151
O -3.560 1.286 0.360 0.028
H 3.845 -3.002 -4.622 0.091
H 3.795 -4.040 -3.029 0.091
H 5.301 -2.923 -3.294 0.092
H 2.205 -2.092 -2.625 0.120
H 3.772 -1.947 -1.477 0.129
H 2.500 -0.162 -1.255 0.086
H 4.269 0.623 -1.180 0.141
H 3.227 2.798 -1.905 0.135
H 2.765 1.899 -3.499 0.159
H 0.027 3.221 -0.985 0.168
H 1.795 3.095 -0.287 0.166
H 0.931 1.577 1.291 0.167
H -0.710 0.041 2.321 0.095
H 1.129 -3.067 1.245 0.126
H 0.431 -2.600 2.932 0.137
H 2.052 -0.490 0.852 0.050
H 1.492 -0.162 2.659 0.085
H 2.877 -1.396 2.318 0.098
H -1.782 -2.668 2.894 0.139
H -2.934 -1.949 1.589 0.115
H -2.752 -4.716 2.004 0.166
H -0.270 -4.662 0.337 0.090
H -2.306 -4.352 -1.180 0.115
H -3.473 -5.390 -0.127 0.135
H -4.164 -2.806 -1.206 0.061
H -5.039 -3.896 -0.293 0.093
H 0.641 -1.595 -0.789 0.117
H -0.659 -2.947 -0.947 0.116
H -2.641 -1.260 -0.951 0.114
H -1.524 -1.193 -2.471 0.149
H -2.921 1.791 -2.983 0.088
H -4.369 1.974 -2.062 0.097
H -3.824 0.332 0.597 0.116
C -2.714 2.824 5.054 -0.084
C -1.282 2.335 5.010 -0.311
O -1.179 1.214 4.143 -0.113
H -3.382 2.029 5.402 0.082
H -2.812 3.685 5.721 0.082
H -3.056 3.112 4.054 0.075
H -0.952 2.027 6.007 0.120
H -0.610 3.120 4.650 0.109
H -1.466 1.500 3.259 0.060
C 7.158 -1.278 3.289 -0.091
C 6.084 -0.491 2.565 -0.336
O 5.042 -0.150 3.468 -0.108
H 6.738 -2.190 3.725 0.081
H 7.967 -1.553 2.606 0.078
H 7.577 -0.693 4.114 0.077
H 5.653 -1.087 1.755 0.103
H 6.493 0.429 2.137 0.108
H 5.434 0.386 4.178 0.091
C -4.023 5.056 -5.722 -0.096
C -4.542 5.444 -4.352 -0.325
O -5.238 4.352 -3.770 -0.096
H -4.849 4.758 -6.376 0.080
H -3.487 5.888 -6.186 0.076
H -3.347 4.197 -5.651 0.067
H -5.233 6.288 -4.430 0.116
H -3.720 5.730 -3.689 0.106
H -4.613 3.610 -3.698 0.046
```

[3]
4 unconnected molecules or ions with the total composition C20H52BN4O9, computed with the ωB97M-V functional and the def2-TZVPD basis.

Properties
HOMO level   -4.43 eV
Spin multiplicity   1
Total charge   -1
Orbital gap   6.86 eV
Energy   -1714.25190 Eh
Maximum force   1.24 eV/A

Geometry as XYZ:
```
86
Properties=species:S:1:pos:R:3:lowdin_charge:R:1
C -0.086 4.309 1.383 -0.038
C -1.440 3.605 1.352 -0.345
C -2.181 3.670 -0.007 -0.215
O -2.365 2.378 -0.457 -0.036
B -1.968 1.377 0.626 -0.800
C -3.352 0.684 1.229 -0.041
C -4.448 1.669 1.591 -0.368
O -5.728 1.136 1.184 -0.057
C -4.481 2.011 3.094 -0.221
N -5.836 2.363 3.545 -0.015
C -1.014 0.245 -0.099 -0.022
C -0.118 -0.624 0.809 -0.677
N 1.290 -0.381 0.492 0.065
N -0.311 -0.396 2.254 0.072
N -0.350 -2.052 0.544 0.060
O -1.245 2.216 1.597 -0.028
H 0.638 3.645 1.848 0.065
H -0.137 5.242 1.946 0.067
H 0.264 4.545 0.377 0.068
H -2.079 3.985 2.155 0.119
H -3.144 4.197 0.156 0.104
H -1.633 4.291 -0.729 0.105
H -3.770 -0.022 0.509 0.101
H -3.117 0.098 2.127 0.075
H -4.295 2.612 1.065 0.121
H -6.295 1.880 1.004 0.068
H -4.051 1.177 3.654 0.104
H -3.869 2.896 3.270 0.099
H -6.405 1.530 3.596 0.056
H -5.784 2.740 4.482 0.049
H -0.362 0.754 -0.813 0.093
H -1.625 -0.431 -0.703 0.091
H 1.543 0.542 0.826 0.070
H 1.855 -1.034 1.027 0.062
H -0.127 0.576 2.455 0.050
H -1.278 -0.558 2.492 0.044
H -1.327 -2.233 0.753 0.063
H 0.159 -2.557 1.266 0.055
C 1.359 3.791 4.805 -0.113
O 0.020 4.221 4.684 -0.198
C -0.854 3.662 5.645 -0.197
C -1.199 4.655 6.730 -0.203
O -0.071 4.999 7.523 -0.191
C 0.512 6.234 7.163 -0.120
H 1.952 4.389 4.115 0.087
H 1.739 3.932 5.822 0.082
H 1.456 2.736 4.526 0.092
H -0.418 2.760 6.086 0.130
H -1.773 3.372 5.124 0.123
H -1.948 4.214 7.395 0.123
H -1.632 5.554 6.279 0.125
H -0.140 7.071 7.440 0.085
H 0.721 6.283 6.091 0.083
H 1.448 6.324 7.712 0.086
C 2.103 -1.903 -2.572 -0.090
O 3.046 -1.458 -3.550 -0.200
C 4.250 -1.001 -2.971 -0.218
C 5.362 -2.019 -3.094 -0.213
O 5.103 -3.190 -2.339 -0.189
C 4.619 -4.264 -3.121 -0.111
H 1.288 -2.395 -3.100 0.080
H 2.556 -2.617 -1.880 0.084
H 1.707 -1.060 -2.003 0.068
H 4.095 -0.744 -1.919 0.126
H 4.554 -0.090 -3.500 0.122
H 6.292 -1.580 -2.715 0.121
H 5.513 -2.274 -4.149 0.121
H 5.420 -4.674 -3.750 0.086
H 3.781 -3.961 -3.752 0.071
H 4.278 -5.041 -2.439 0.089
C 1.356 -6.992 -7.835 -0.118
O 0.086 -6.561 -7.390 -0.190
C -0.118 -6.744 -5.997 -0.207
C 0.081 -5.465 -5.218 -0.205
O 1.428 -5.028 -5.262 -0.199
C 1.644 -3.956 -6.163 -0.107
H 1.467 -6.664 -8.867 0.087
H 2.161 -6.560 -7.235 0.082
H 1.432 -8.086 -7.802 0.086
H 0.556 -7.517 -5.613 0.124
H -1.147 -7.090 -5.858 0.124
H -0.175 -5.647 -4.170 0.129
H -0.588 -4.687 -5.598 0.129
H 1.196 -3.035 -5.778 0.090
H 1.240 -4.173 -7.156 0.083
H 2.720 -3.806 -6.245 0.087
```

[4]
10 unconnected molecules or ions with the total composition C20H52F3IN24O14PS, computed with the ωB97M-V functional and the def2-TZVPD basis.

Properties
HOMO level   -10.34 eV
Spin multiplicity   1
Total charge   +1
Energy relative to the best compared isomer or geometry (same formula, charge and spin)   0.000 eV
Orbital gap   6.63 eV
Energy   -4497.83372 Eh
Maximum force   3.08 eV/A

Geometry as XYZ:
```
116
Properties=species:S:1:pos:R:3:lowdin_charge:R:1
O 2.306 -2.515 0.945 -0.236
P 1.022 -2.633 1.632 0.462
O 0.973 -1.768 2.982 -0.108
O 0.672 -4.120 2.091 -0.117
C -0.340 -2.077 0.545 -0.242
N -0.973 -0.903 0.590 0.182
C -1.933 -0.838 -0.368 -0.375
N -2.767 0.155 -0.629 -0.420
I -4.220 0.231 -2.055 1.237
C -2.616 1.328 0.286 -0.152
C -2.901 2.705 -0.322 -0.279
O -2.518 3.650 0.673 0.012
C -2.004 3.025 -1.552 -0.615
F -1.136 2.051 -1.815 0.143
F -1.302 4.132 -1.372 0.178
F -2.765 3.243 -2.629 0.116
N -1.868 -2.030 -1.042 0.003
C -2.537 -2.716 -2.156 -0.145
C -2.056 -2.263 -3.548 -0.186
C -1.221 -0.963 -3.569 -0.292
C 0.310 -1.162 -3.676 -0.447
S 1.059 0.337 -4.400 0.998
C 1.856 1.028 -2.968 -0.649
N 2.500 0.270 -2.139 0.025
N 2.967 1.077 -1.118 0.061
C 2.587 2.269 -1.420 -0.176
O 1.863 2.327 -2.558 0.027
N -0.909 -2.749 -0.462 0.131
H 0.686 -0.861 2.785 0.078
H 1.497 -4.563 2.383 0.090
H -1.598 1.369 0.671 0.131
H -3.259 1.146 1.151 0.139
H -3.951 2.904 -0.538 0.133
H -3.121 3.536 1.416 0.115
H -3.619 -2.673 -2.059 0.084
H -2.300 -3.775 -2.050 0.107
H -1.485 -3.086 -3.992 0.075
H -2.932 -2.130 -4.184 0.106
H -1.428 -0.274 -2.749 0.039
H -1.510 -0.429 -4.479 0.096
H 0.717 -1.282 -2.672 0.056
H 0.524 -2.016 -4.315 0.077
H 2.739 3.193 -0.871 0.101
H -0.620 -3.683 -0.717 0.195
C 4.356 1.198 3.929 -0.680
O 5.001 2.202 4.160 0.025
N 4.379 0.568 2.717 0.172
N 3.532 0.618 4.862 0.147
H 3.854 -0.260 2.505 0.084
H 4.957 0.965 2.003 0.101
H 3.480 1.059 5.762 0.101
H 2.995 -0.210 4.688 0.075
C 2.554 -7.601 1.367 -0.676
O 2.821 -6.644 2.079 0.013
N 2.500 -8.873 1.850 0.158
N 2.297 -7.468 0.032 0.153
H 2.290 -9.674 1.286 0.098
H 2.690 -9.001 2.827 0.108
H 2.347 -6.544 -0.354 0.100
H 2.084 -8.238 -0.572 0.095
C -1.360 0.954 5.135 -0.687
O -2.021 1.696 4.421 -0.001
N 0.016 0.985 5.125 0.143
N -1.911 0.045 5.976 0.171
H 0.589 0.385 5.685 0.075
H 0.455 1.649 4.513 0.095
H -2.913 0.001 6.007 0.110
H -1.387 -0.561 6.582 0.061
C 5.075 4.752 0.510 -0.656
O 4.192 4.319 -0.219 -0.001
N 5.929 5.732 0.104 0.156
N 5.269 4.293 1.778 0.170
H 6.659 6.105 0.679 0.096
H 5.809 6.089 -0.825 0.106
H 4.648 3.581 2.107 0.074
H 5.982 4.637 2.392 0.101
C -2.065 -5.858 -4.913 -0.644
O -1.882 -4.992 -4.058 -0.015
N -1.078 -6.259 -5.755 0.167
N -3.268 -6.470 -5.078 0.165
H -1.202 -6.959 -6.462 0.104
H -0.180 -5.823 -5.658 0.110
H -4.015 -6.192 -4.470 0.108
H -3.441 -7.175 -5.768 0.103
C -3.689 -3.606 3.404 -0.685
O -4.610 -3.578 4.194 0.046
N -3.567 -2.711 2.372 0.154
N -2.670 -4.512 3.463 0.158
H -2.812 -2.708 1.716 0.052
H -4.282 -2.013 2.282 0.101
H -2.683 -5.181 4.210 0.108
H -1.915 -4.522 2.804 0.067
C -1.011 -1.728 9.446 -0.668
O -1.653 -0.997 8.705 0.011
N 0.355 -1.699 9.505 0.152
N -1.610 -2.627 10.275 0.158
H 0.897 -2.287 10.109 0.096
H 0.827 -1.039 8.918 0.097
H -2.612 -2.669 10.257 0.108
H -1.108 -3.233 10.895 0.097
C 1.306 4.888 -5.422 -0.686
O 2.181 4.072 -5.666 0.009
N 0.912 5.843 -6.309 0.159
N 0.646 4.904 -4.224 0.161
H 0.193 6.523 -6.119 0.053
H 1.377 5.862 -7.196 0.101
H 0.904 4.209 -3.548 0.066
H -0.067 5.570 -3.997 0.094
C -1.062 9.353 -6.763 -0.671
O -0.695 8.490 -5.978 0.006
N -2.330 9.390 -7.266 0.153
N -0.231 10.344 -7.193 0.156
H -2.652 10.088 -7.909 0.095
H -2.964 8.674 -6.966 0.104
H 0.707 10.342 -6.837 0.107
H -0.508 11.063 -7.833 0.096
```

[5]
5 unconnected molecules or ions with the total composition C20H52N5O9, computed with the ωB97M-V functional and the def2-TZVPD basis.

Properties
HOMO level   -4.96 eV
Spin multiplicity   1
Total charge   -1
Energy relative to the best compared isomer or geometry (same formula, charge and spin)   0.000 eV
Orbital gap   7.53 eV
Energy   -1743.97118 Eh
Maximum force   1.63 eV/A

Geometry as XYZ:
```
86
Properties=species:S:1:pos:R:3:lowdin_charge:R:1
N 1.318 1.974 -0.574 -0.587
O 2.259 2.570 -0.018 -0.062
O 0.936 0.872 -0.102 -0.111
O 0.780 2.429 -1.592 -0.035
C -7.017 2.131 -0.972 -0.127
O -6.101 1.075 -1.018 -0.168
C -6.615 -0.083 -1.599 -0.259
C -5.615 -1.216 -1.489 -0.225
N -4.509 -1.049 -2.420 -0.045
C -3.623 -2.199 -2.422 -0.217
C -2.496 -1.977 -3.420 -0.228
O -1.603 -1.043 -2.835 -0.198
C -0.547 -0.655 -3.669 -0.120
H -6.481 3.016 -0.632 0.088
H -7.852 1.943 -0.282 0.085
H -7.426 2.358 -1.967 0.086
H -6.915 0.052 -2.651 0.123
H -7.519 -0.394 -1.042 0.121
H -6.120 -2.190 -1.605 0.113
H -5.214 -1.221 -0.469 0.123
H -4.956 -0.981 -3.332 0.108
H -4.107 -3.150 -2.708 0.116
H -3.151 -2.274 -1.442 0.105
H -2.880 -1.555 -4.358 0.120
H -1.947 -2.923 -3.534 0.120
H 0.152 -0.103 -3.037 0.073
H -0.877 0.015 -4.474 0.088
H -0.001 -1.512 -4.095 0.082
C 3.445 -0.925 -3.755 -0.116
O 3.972 -1.065 -2.464 -0.194
C 3.055 -1.661 -1.572 -0.231
C 3.627 -1.714 -0.185 -0.210
N 3.718 -0.440 0.532 -0.037
C 4.759 0.478 0.081 -0.214
C 6.135 -0.060 0.418 -0.229
O 7.100 0.940 0.105 -0.188
C 8.355 0.657 0.655 -0.146
H 4.201 -0.393 -4.338 0.086
H 2.544 -0.306 -3.782 0.081
H 3.290 -1.917 -4.197 0.084
H 2.807 -2.680 -1.923 0.121
H 2.107 -1.104 -1.539 0.115
H 4.577 -2.248 -0.099 0.107
H 2.957 -2.338 0.424 0.106
H 2.820 0.037 0.466 0.066
H 4.632 1.444 0.566 0.114
H 4.702 0.677 -0.995 0.113
H 6.352 -0.957 -0.174 0.114
H 6.157 -0.304 1.488 0.122
H 9.018 1.489 0.416 0.080
H 8.790 -0.279 0.285 0.082
H 8.295 0.609 1.754 0.083
C -0.338 1.383 3.169 -0.074
C -0.247 2.860 2.819 -0.439
C 1.173 3.348 2.802 -0.232
O 1.181 4.682 2.363 -0.185
C 2.480 5.209 2.278 -0.120
N -0.926 3.113 1.535 0.064
H 0.216 0.786 2.444 0.066
H -1.379 1.059 3.147 0.055
H 0.018 1.246 4.193 0.082
H -0.802 3.403 3.608 0.130
H 1.761 2.725 2.112 0.110
H 1.609 3.282 3.811 0.127
H 2.388 6.214 1.866 0.082
H 3.080 4.634 1.559 0.085
H 2.981 5.248 3.253 0.080
H -1.073 4.113 1.408 0.072
H -1.902 2.834 1.664 0.069
C -0.783 -2.785 0.306 -0.055
C -1.662 -1.864 1.126 -0.437
C -1.385 -1.961 2.620 -0.204
O -1.747 -3.222 3.185 -0.192
C -3.102 -3.262 3.572 -0.124
N -1.507 -0.498 0.591 0.078
H -0.868 -2.611 -0.768 0.062
H -1.112 -3.834 0.370 0.077
H 0.261 -2.820 0.626 0.074
H -2.712 -2.159 0.974 0.114
H -1.892 -1.179 3.199 0.107
H -0.314 -1.847 2.815 0.130
H -3.343 -4.289 3.836 0.082
H -3.741 -2.930 2.748 0.078
H -3.265 -2.612 4.441 0.084
H -1.837 0.172 1.285 0.043
H -0.501 -0.289 0.632 0.034
```